This record from the Open Molecules 2025 dataset describes one molecule with the formula C2H5OP. The level of theory is ωB97M-V/def2-TZVPD.

Positions of all 9 atoms, in Å:
C -0.169 0.578 0.641
C 0.753 -0.407 -0.126
P -0.355 -1.009 -1.657
O -1.713 -0.538 -1.446
H -0.565 1.231 -0.064
H -0.985 0.130 1.249
H 0.456 1.105 1.297
H 1.562 0.199 -0.464
H 1.015 -1.290 0.570

Atomic forces in eV per Å
C 0.175 -2.124 0.725
C -2.996 -1.414 0.770
P 2.645 -0.578 0.518
O -1.307 0.571 0.397
H -0.997 1.369 -0.960
H 0.541 0.087 -0.696
H 0.725 1.002 1.113
H 1.136 -0.184 -0.441
H 0.079 1.272 -1.426

Values from the calculation:
ΔE to the lowest compared entry with this formula, charge and spin   39.9 kJ/mol
Structure (SMILES)   CCP=O
Highest occupied orbital energy   -9.07 eV
Charge   0
Gap between HOMO and LUMO   8.5 eV